(1)
{"formula": "C33H27BrIN7O4Ti", "method": "ωB97M-V with the def2-TZVPD basis set", "max_force_ev_per_a": 2.32, "relative_energy_kcal_mol": 27.9, "homo_energy_ha": [-0.2572, -0.2992], "multiplicity": 3, "total_energy_ha": -5679.282426, "symbols": ["H", "H", "N", "H", "C", "C", "N", "H", "C", "C", "C", "H", "H", "C", "H", "C", "Br", "N", "C", "O", "H", "C", "C", "C", "C", "C", "O", "C", "Ti", "C", "C", "C", "I", "C", "H", "H", "C", "H", "C", "H", "C", "O", "C", "H", "C", "H", "N", "C", "N", "H", "C", "C", "H", "O", "H", "C", "C", "N", "H", "C", "H", "H", "N", "C", "H", "C", "C", "C", "H", "H", "H", "H", "H", "H"], "positions_angstrom": [[3.9455, 4.3714, -0.1267], [-1.2202, -2.9032, -4.7714], [2.8037, 0.6415, 2.3823], [4.3643, 3.0448, 1.9163], [-3.4431, -4.0508, -3.2458], [3.6017, 2.7448, 1.2092], [-1.0130, -0.0063, 2.3666], [0.4020, -1.5872, -3.3128], [-2.2558, -3.2476, -2.8416], [-1.9723, 1.0304, 4.1545], [-2.3811, -2.8608, -0.2102], [4.5446, -4.6659, -1.1739], [2.9573, -0.7179, -0.9292], [-1.2972, -2.7740, -3.7054], [-1.4410, -2.9215, 2.8630], [-2.4817, 3.3251, 4.3270], [0.6861, 1.3641, -4.2394], [-0.4083, -2.0788, -2.9798], [-1.4668, 2.4820, 2.2825], [-3.5972, -4.3797, -4.3957], [-2.8698, 4.1707, 4.8795], [1.8558, 1.2044, 0.4693], [-1.1192, 3.0723, -2.7829], [3.8574, -2.6319, -1.0858], [3.7092, -4.0057, -0.9771], [-1.3240, 4.9381, -4.7979], [-4.2977, -4.3815, -2.2959], [-1.8524, -2.7511, -1.5821], [-0.2013, -1.1799, 0.1488], [1.6408, -1.5437, 2.8132], [-1.4773, 1.2106, 2.8512], [-2.4853, 2.0736, 4.9128], [-1.8236, 0.8313, -0.9732], [-0.5687, 3.7925, -5.0034], [0.4492, -4.1054, -0.1013], [-1.9856, 4.5205, 2.6182], [2.7856, -1.7845, -0.8166], [-1.4098, 5.6654, -5.5946], [-1.9749, 3.5222, 3.0365], [1.5662, -1.3158, 3.8827], [1.4122, -3.6622, -0.3553], [-1.6551, -2.2379, 0.6558], [-1.9614, 5.1544, -3.5838], [-0.3994, -2.6045, 4.2648], [-1.8677, 4.2076, -2.5689], [0.7026, -3.2173, 2.0935], [0.4624, -2.2662, 2.3355], [2.4720, -4.5217, -0.6177], [-1.7615, -0.3079, 4.4348], [-0.0628, 3.6166, -5.9432], [2.8276, 1.6083, 1.3958], [1.6586, 1.9295, -0.7035], [-2.3842, 4.3490, -1.6260], [-3.3892, -3.5040, 0.0603], [-4.0047, -4.1197, -1.3814], [3.3690, 3.4746, 0.0582], [1.8618, -0.2759, 2.0464], [-0.7324, -2.0370, -1.6994], [-2.0411, -0.7928, 5.2689], [-0.4736, 2.8694, -3.9702], [2.2737, 3.6603, -1.7799], [3.3997, 0.6079, 3.1895], [1.2684, 0.0244, 0.9194], [-0.6725, -2.2589, 3.2590], [0.9522, 1.6017, -1.4523], [1.5268, -2.2633, -0.4272], [2.4167, 3.0699, -0.8839], [-1.1903, -0.8623, 3.3292], [-1.0825, 2.6451, 1.2861], [-2.8629, 1.9159, 5.9151], [-2.5361, 6.0583, -3.4251], [2.3289, -5.5951, -0.5607], [4.8143, -2.2132, -1.3777], [2.5285, -2.1659, 2.6729]], "forces_ev_per_a": [[0.011, -0.008, 0.017], [0.077, 0.038, 0.017], [-0.022, -0.100, 0.210], [-0.039, -0.007, 0.031], [0.229, -0.063, -0.180], [0.084, 0.078, 0.040], [-0.116, -0.260, -0.095], [0.124, 0.145, 0.036], [-0.091, 0.132, 0.400], [0.134, 0.090, -0.276], [-0.442, -0.338, 0.317], [-0.014, -0.003, -0.024], [-0.018, 0.031, 0.068], [-0.109, -0.172, -0.197], [0.016, -0.015, -0.021], [-0.012, -0.064, 0.062], [-0.087, -0.046, -0.037], [0.050, 0.137, -0.162], [0.000, 0.068, 0.018], [-0.017, 0.082, 0.024], [-0.006, -0.006, -0.004], [0.222, 0.207, 0.118], [0.116, 0.160, -0.336], [0.053, 0.012, -0.044], [0.045, 0.026, 0.006], [0.025, 0.020, -0.081], [-0.147, -0.179, 0.215], [0.188, 0.020, -0.559], [0.538, 1.707, 0.205], [0.014, 0.016, 0.014], [-0.159, 0.029, 0.242], [-0.050, 0.000, 0.077], [-0.110, 0.246, -0.187], [-0.081, 0.060, 0.055], [0.005, -0.031, -0.014], [0.011, -0.012, 0.002], [-0.004, -0.102, -0.035], [-0.002, 0.005, 0.010], [0.017, 0.064, -0.077], [0.020, -0.023, 0.001], [0.082, 0.014, -0.072], [-1.834, -1.344, 0.454], [0.004, -0.008, 0.028], [0.041, 0.022, -0.015], [-0.116, -0.132, 0.249], [0.062, -0.009, -0.095], [-0.059, 0.145, -0.065], [-0.059, -0.087, 0.024], [-0.073, -0.065, 0.042], [0.021, 0.007, 0.008], [-0.192, -0.012, -0.348], [0.018, -0.013, 0.014], [-0.002, 0.032, -0.023], [0.081, -0.013, -0.188], [-0.007, 0.160, -0.115], [0.034, 0.001, 0.068], [0.196, 0.146, -0.313], [-0.974, -0.971, -0.387], [0.041, -0.033, 0.000], [0.209, -0.184, 0.074], [0.001, -0.027, -0.014], [-0.023, -0.029, 0.060], [1.394, 0.888, 0.794], [-0.058, -0.044, 0.058], [-0.035, 0.075, 0.086], [0.820, -0.516, -0.196], [-0.058, -0.045, -0.051], [0.060, 0.145, 0.080], [0.004, -0.049, -0.010], [-0.005, 0.025, -0.011], [-0.019, -0.016, -0.010], [0.007, 0.012, 0.045], [-0.012, -0.007, -0.019], [-0.001, -0.010, -0.012]]}

(2)
{"formula": "C33H27F12N3O3S2Tc", "method": "ωB97M-V with the def2-TZVPD basis set", "max_force_ev_per_a": 0.20, "charge": -1, "homo_energy_ha": [-0.1481, -0.1475], "multiplicity": 3, "total_energy_ha": -3739.466615, "symbols": ["Tc", "N", "O", "H", "C", "O", "C", "C", "C", "F", "C", "O", "C", "H", "H", "C", "F", "C", "C", "H", "C", "H", "C", "F", "H", "H", "C", "H", "H", "C", "H", "S", "C", "F", "F", "C", "C", "H", "F", "C", "H", "C", "F", "H", "H", "H", "H", "H", "H", "C", "C", "C", "C", "C", "C", "F", "S", "F", "N", "F", "H", "H", "H", "C", "C", "C", "H", "H", "H", "H", "N", "C", "C", "H", "C", "C", "C", "F", "H", "F", "C"], "positions_angstrom": [[-0.9336, -0.0812, -0.2783], [1.5378, 2.2137, -3.0562], [-1.4540, 2.8195, -0.4937], [-2.0418, 6.2222, 2.7375], [0.3497, 0.4140, 2.4105], [-2.2278, -1.1717, -1.2575], [-0.1436, 4.4210, 0.5933], [-3.7319, -2.7221, -2.0523], [1.0858, 5.0270, 0.8262], [-4.6730, -2.5912, -1.1045], [-2.0896, -3.3780, -0.1766], [-0.4539, 0.8638, 1.3883], [-1.2610, -2.9719, -2.5148], [0.1446, 7.3023, 3.1463], [1.4657, -3.6738, 0.4109], [-2.3043, -2.5323, -1.4413], [-3.9898, -1.8072, -2.9861], [0.3164, 4.1171, -4.1268], [-1.1185, -2.9976, 0.7830], [2.9773, 0.0694, 3.1859], [1.1890, 6.0609, 1.7408], [0.9407, -0.2544, -5.3514], [0.8921, -1.8153, 1.2809], [-0.0147, -2.6756, -2.1253], [-1.5321, -5.6168, 2.9348], [2.4473, 0.3919, -3.5102], [4.9285, -1.7130, 2.8526], [5.5518, -1.0469, 2.2506], [2.4317, 3.6741, -4.2119], [-1.1645, 5.8926, 2.1961], [1.9567, 4.6620, 0.2984], [-2.4262, 1.8112, -2.6568], [2.6277, -0.7432, 2.5670], [2.0448, 2.0547, 2.0118], [0.2651, 2.7348, 3.0070], [1.1004, 1.9223, -1.8346], [1.8678, 1.1578, -4.0209], [0.4181, 5.1776, -4.3645], [-1.4469, -0.9747, 3.1614], [-0.9636, -3.8468, 1.8988], [4.9471, -1.3397, 3.8780], [1.3253, -0.7307, 2.0676], [-1.2772, 0.9474, 4.1169], [0.0827, 3.5815, -5.0470], [-0.0239, 0.1130, -3.9153], [3.7594, -3.6579, 1.3156], [-0.2499, -3.5633, 2.6610], [-4.3642, -6.4376, 1.8754], [-0.5243, 3.9871, -3.4453], [-0.2425, 3.2924, -0.3673], [1.8023, -2.8521, 1.0313], [-2.6363, -5.3881, 1.1075], [-1.2696, 4.8554, 1.2829], [0.6361, 0.5407, -4.6690], [-1.6583, 1.5784, -1.2389], [1.6921, 1.5615, 4.0992], [1.1619, 0.2915, -1.2408], [-1.4580, -2.3619, -3.6961], [0.7996, 2.9506, -1.0305], [0.1381, -0.6177, 4.5864], [-3.5327, -4.8628, -0.7285], [5.3942, -2.6992, 2.8439], [-2.9039, -7.4181, 1.7852], [-2.8081, -4.5585, 0.0122], [-1.6929, -5.0038, 2.0533], [-3.4681, -6.6324, 1.2796], [2.1506, 6.5221, 1.9269], [-3.7960, -7.0217, 0.3146], [2.5122, 1.6164, -4.7725], [1.8627, 4.2119, -2.6310], [-0.3660, -1.8493, 0.6790], [1.0960, 1.6963, 2.8919], [3.0840, -2.8382, 1.5383], [-2.2166, 4.3640, 1.1107], [1.6068, 3.6079, -3.5003], [3.5210, -1.7739, 2.3180], [0.0631, 6.4970, 2.4270], [-1.2900, -4.2981, -2.7454], [0.0692, 1.2822, -5.2314], [-3.9259, -3.9263, -2.6424], [-0.5682, -0.0624, 3.5806]], "forces_ev_per_a": [[-0.199, 0.012, 0.007], [0.024, 0.038, 0.003], [-0.095, 0.026, -0.019], [-0.004, -0.001, -0.002], [-0.026, 0.003, -0.014], [0.153, -0.074, -0.106], [-0.004, 0.052, 0.005], [-0.012, 0.019, 0.019], [0.012, -0.017, -0.027], [0.032, -0.019, 0.005], [0.024, 0.046, 0.004], [0.100, 0.049, 0.034], [-0.046, 0.046, 0.031], [0.001, -0.001, 0.003], [0.014, -0.004, 0.001], [-0.011, -0.034, 0.005], [0.010, -0.008, -0.015], [0.002, -0.017, 0.017], [-0.056, -0.025, -0.059], [-0.001, 0.008, -0.004], [0.004, 0.014, 0.013], [0.000, -0.005, 0.003], [-0.012, -0.053, -0.013], [-0.007, 0.007, 0.009], [0.000, 0.003, 0.003], [0.013, -0.008, 0.001], [-0.024, 0.006, -0.007], [0.009, -0.003, 0.002], [0.003, -0.009, 0.007], [0.011, 0.002, 0.002], [-0.003, 0.004, 0.003], [0.017, 0.014, -0.003], [0.004, -0.028, -0.011], [-0.005, -0.027, 0.018], [-0.001, 0.007, 0.010], [-0.091, -0.061, 0.069], [-0.023, -0.010, -0.028], [0.000, 0.000, -0.002], [0.016, 0.008, 0.043], [-0.021, -0.008, 0.006], [0.002, 0.002, -0.001], [-0.021, 0.043, 0.006], [-0.001, -0.033, -0.006], [-0.005, 0.003, -0.005], [-0.002, -0.001, 0.000], [-0.003, -0.003, -0.003], [-0.003, 0.000, 0.000], [0.001, -0.003, 0.004], [-0.002, 0.000, 0.002], [0.090, -0.058, -0.009], [0.026, -0.003, 0.003], [-0.037, -0.035, -0.023], [-0.022, -0.014, -0.007], [0.007, 0.013, 0.012], [0.052, 0.073, 0.020], [0.024, 0.025, 0.003], [-0.049, -0.025, -0.052], [0.021, -0.017, 0.012], [0.009, 0.039, -0.021], [-0.030, -0.004, -0.011], [0.000, -0.001, -0.010], [0.001, -0.002, 0.003], [0.001, -0.006, -0.001], [0.018, 0.029, 0.013], [0.028, 0.005, 0.030], [0.011, 0.026, -0.006], [0.000, -0.003, -0.002], [-0.002, -0.004, 0.000], [0.002, 0.003, 0.015], [-0.001, 0.003, 0.004], [0.099, -0.005, 0.074], [-0.004, -0.030, 0.000], [-0.025, -0.012, -0.025], [0.000, 0.004, 0.001], [-0.006, -0.001, -0.019], [0.022, 0.037, 0.026], [-0.006, -0.017, -0.014], [-0.011, 0.000, -0.008], [-0.004, -0.002, -0.005], [-0.008, 0.013, -0.007], [0.018, 0.009, -0.009]]}

(3)
{"formula": "C33H28BrCsN7O2S", "method": "ωB97M-V with the def2-TZVPD basis set", "max_force_ev_per_a": 2.27, "charge": -1, "relative_energy_kcal_mol": 46.5, "homo_energy_ha": -0.1900, "multiplicity": 1, "total_energy_ha": -4800.358693, "symbols": ["H", "H", "C", "C", "C", "C", "H", "H", "H", "C", "C", "C", "H", "C", "H", "C", "H", "C", "H", "H", "H", "H", "N", "C", "C", "H", "C", "O", "C", "N", "N", "H", "C", "C", "Cs", "N", "C", "N", "H", "Br", "H", "C", "C", "H", "N", "H", "H", "N", "C", "C", "H", "C", "C", "H", "O", "H", "H", "C", "H", "C", "H", "C", "H", "H", "C", "H", "C", "C", "C", "C", "C", "S", "C"], "positions_angstrom": [[1.2458, -3.0576, 3.4591], [4.1347, -3.0724, -4.8153], [0.7776, -3.4805, 6.7981], [-3.6552, 2.5205, -1.3134], [6.2436, -2.7107, -4.8675], [0.9231, -2.8804, 4.4783], [-1.0717, -1.6663, -4.0854], [-3.8692, 0.3729, -1.2050], [-0.8379, -5.3522, -0.4682], [4.7137, -1.7191, -3.2624], [1.1990, 4.9547, 2.4562], [0.8942, 7.3483, 1.9717], [2.1235, 9.3667, -0.4534], [-1.5612, -3.5211, -0.8720], [-1.3531, -0.3470, 7.0900], [2.5584, 7.2743, -0.2291], [7.9184, -0.6755, -2.7436], [1.4797, 6.1326, 1.6105], [2.8349, 5.2035, 0.2308], [5.6295, -0.3970, -1.8486], [-0.6944, 0.0547, -4.3577], [-3.0766, 4.5856, -1.5745], [-0.5983, -4.4797, -0.9037], [-1.5908, -0.4091, -2.4520], [3.3898, -1.5605, -2.7503], [0.6521, 3.0198, 4.2109], [4.9675, -2.5518, -4.3625], [-1.0412, -0.3504, 6.1796], [-2.8281, 3.5471, -1.7484], [0.5995, 1.4127, 2.8946], [-1.2290, -2.4503, -1.6464], [1.0076, -4.1487, 7.6188], [-3.2814, 1.2127, -1.5489], [-0.7203, -0.7417, -3.6205], [1.0624, -0.3238, 0.2462], [-1.2912, 1.9549, -2.6622], [1.1153, 8.5034, 1.2373], [9.7105, -2.3393, -5.2451], [0.1253, -4.4767, -1.6036], [1.1333, 3.0064, 0.3888], [1.8253, -4.6383, 5.3247], [-0.1733, -0.8528, 3.4717], [1.9464, 8.4690, 0.1251], [0.2456, 7.3793, 2.8404], [0.3459, 0.5377, 3.8431], [0.6380, 9.4289, 1.5345], [-0.9877, 3.9878, -2.7605], [-1.9042, -1.2526, -1.5409], [2.3325, 6.1188, 0.5067], [0.7454, 2.6553, 3.1854], [-0.3105, -2.4240, -2.0801], [1.0515, 3.6624, 2.1680], [0.1706, -1.7358, 4.6868], [0.2780, -0.9326, -3.2376], [0.3168, -1.2811, 2.3181], [3.2245, 7.2375, -1.0822], [-1.2729, -0.7339, 3.4772], [0.0152, -2.3430, 7.0304], [-4.5779, 2.7393, -0.7908], [-1.6618, 3.2127, -2.4132], [6.4179, -3.3574, -5.7177], [1.2350, -3.7513, 5.5170], [0.0927, 0.8953, 4.7594], [-0.3483, -2.1179, 8.0287], [7.3149, -2.0368, -4.2874], [1.0382, 5.1847, 3.5078], [2.2527, -1.4260, -2.2873], [8.6510, -2.2045, -4.8174], [7.0870, -1.2018, -3.1944], [-2.0868, 0.9804, -2.2238], [5.8088, -1.0472, -2.6938], [-2.9538, -3.6896, 0.0154], [-0.2821, -1.4896, 5.9779]], "forces_ev_per_a": [[-0.018, -0.001, 0.019], [0.005, -0.010, -0.008], [0.009, 0.013, -0.050], [-0.046, 0.003, 0.023], [-0.138, -0.063, -0.050], [0.046, -0.014, 0.026], [-0.070, 0.012, 0.009], [0.010, 0.002, -0.013], [0.028, 0.014, -0.016], [-0.131, 0.075, 0.039], [0.078, 0.433, 0.065], [-0.042, 0.082, 0.002], [0.002, -0.001, 0.000], [0.160, 0.094, -0.017], [0.012, 0.002, -0.022], [-0.025, -0.034, 0.048], [-0.009, 0.000, 0.007], [-0.068, -0.190, 0.132], [-0.008, 0.002, -0.016], [0.020, 0.005, 0.012], [0.045, 0.073, 0.101], [0.003, -0.011, 0.004], [-0.180, -0.191, 0.055], [-0.239, 0.077, -0.013], [0.020, 0.022, 0.097], [0.010, 0.042, 0.016], [0.050, -0.061, -0.081], [-0.008, -0.041, 0.083], [0.000, 0.022, -0.001], [-0.222, -0.261, 0.183], [-0.530, 0.046, 0.041], [-0.002, 0.001, 0.001], [-0.036, 0.025, 0.114], [-0.296, 0.179, 0.042], [0.398, 0.428, -1.409], [-0.116, 0.176, -0.002], [0.016, -0.080, -0.004], [0.046, -0.006, -0.009], [0.082, 0.092, 0.058], [-0.003, 0.541, -0.064], [-0.002, 0.001, 0.004], [0.219, -0.021, -0.176], [-0.003, -0.030, 0.023], [0.008, 0.004, -0.017], [0.285, 0.065, -0.160], [0.006, 0.000, -0.004], [0.021, -0.013, -0.010], [0.451, -0.134, 0.026], [0.042, 0.023, -0.053], [0.084, 0.202, -0.248], [0.129, 0.017, 0.072], [-0.131, -0.504, 0.152], [0.077, -0.146, -0.087], [0.519, 0.079, -0.219], [-0.688, -0.441, 2.121], [-0.006, 0.007, 0.006], [-0.176, -0.037, -0.058], [0.022, -0.025, -0.014], [0.004, 0.004, 0.004], [0.037, -0.119, -0.026], [-0.004, -0.003, 0.001], [-0.036, 0.056, 0.007], [-0.066, 0.029, -0.022], [-0.007, 0.001, -0.004], [0.419, -0.031, -0.119], [0.029, 0.039, -0.020], [0.238, -0.547, -0.504], [-0.439, 0.067, 0.168], [-0.035, 0.056, 0.070], [0.090, -0.265, -0.193], [0.030, 0.006, 0.000], [0.105, 0.048, -0.114], [-0.075, 0.116, -0.004]]}